Record 1
Formula: C23H41ClO28S7
Source: the OMol25 dataset
Level of theory: wB97M-V/def2-TZVPD

Output
- Max |F|: 1.89 eV/Å
- Electronic energy: -6255.0798 hartree
- HOMO energy: -9.446 eV

Each line ends with the Mulliken charge.
Positions of all 100 atoms, in Å:
1 C -2.872 2.096 0.162  -1.413
2 C -1.500 2.423 0.769  -0.492
3 C -0.962 1.161 1.462  -0.993
4 Cl -0.459 -0.042 0.224  0.252
5 C 0.263 1.444 2.361  1.792
6 C 0.017 1.908 3.806  -0.870
7 C -1.377 1.685 4.410  -0.783
8 O -1.468 0.544 5.275  -0.413
9 C -1.195 -0.673 4.702  0.878
10 C -2.191 -1.303 3.764  -1.017
11 O -0.185 -1.246 5.003  -0.517
12 O 1.038 0.201 2.505  -0.330
13 C 2.340 0.490 2.660  0.389
14 O 3.088 -0.085 3.406  -0.768
15 C 2.674 1.652 1.765  -0.202
16 C 1.267 2.289 1.524  -0.222
17 S 1.283 4.089 1.794  -0.177
18 H -3.347 3.006 -0.201  0.509
19 H -3.481 1.582 0.911  0.268
20 H -2.735 1.372 -0.642  0.239
21 H -1.565 3.214 1.522  0.510
22 H -0.856 2.701 -0.065  0.244
23 H -1.804 0.703 1.973  0.123
24 H 0.726 1.438 4.490  0.222
25 H 0.212 2.980 3.880  0.477
26 H -1.571 2.523 5.080  0.418
27 H -2.189 1.700 3.677  0.268
28 H -1.854 -1.292 2.727  0.174
29 H -2.256 -2.353 4.052  0.456
30 H -3.199 -0.898 3.866  0.349
31 H 2.975 1.274 0.787  -0.083
32 H 3.419 2.361 2.112  0.393
33 H 1.172 2.210 0.447  0.145
34 H 2.422 4.220 2.486  0.175
35 O 6.433 0.665 -1.730  -0.587
36 S 5.554 -0.443 -1.622  1.024
37 O 4.691 -0.825 -2.674  -0.451
38 O 4.681 -0.251 -0.287  -0.154
39 C 4.848 -1.378 0.586  -0.029
40 C 6.244 -1.883 0.283  -0.523
41 O 6.383 -1.729 -1.136  -0.342
42 H 4.086 -2.121 0.339  0.140
43 H 4.729 -1.071 1.623  0.226
44 H 6.385 -2.923 0.564  0.342
45 H 7.004 -1.268 0.771  0.333
46 O 3.046 5.458 6.602  -0.563
47 S 2.224 4.302 6.598  1.110
48 O 0.810 4.383 6.514  -0.533
49 O 2.626 3.394 7.849  -0.321
50 C 3.018 2.083 7.411  -0.350
51 C 3.586 2.299 6.026  -0.179
52 O 2.735 3.305 5.451  -0.173
53 H 2.130 1.450 7.385  0.297
54 H 3.745 1.660 8.099  0.328
55 H 3.571 1.398 5.417  0.146
56 H 4.603 2.695 6.066  0.291
57 O 3.505 0.851 -3.543  -0.558
58 S 2.197 0.540 -3.974  0.946
59 O 1.573 -0.687 -3.614  -0.384
60 O 2.092 0.728 -5.557  -0.360
61 C 1.054 1.667 -5.880  -0.134
62 C 0.999 2.595 -4.686  -0.433
63 O 1.213 1.735 -3.560  -0.263
64 H 0.119 1.117 -6.003  0.044
65 H 1.293 2.186 -6.804  0.332
66 H 0.044 3.106 -4.595  0.364
67 H 1.805 3.331 -4.713  0.303
68 O -1.726 -5.894 -3.720  -0.570
69 S -0.909 -5.599 -2.593  1.093
70 O -1.202 -6.082 -1.296  -0.551
71 O -0.715 -4.011 -2.531  -0.168
72 C 0.684 -3.678 -2.590  0.204
73 C 1.307 -4.803 -3.382  -0.353
74 O 0.603 -5.978 -2.945  -0.345
75 H 1.072 -3.645 -1.571  0.204
76 H 0.821 -2.709 -3.060  -0.038
77 H 2.372 -4.906 -3.199  0.349
78 H 1.134 -4.684 -4.454  0.311
79 O -2.948 0.382 -3.713  -0.367
80 S -2.915 -0.199 -5.009  0.934
81 O -2.998 0.585 -6.188  -0.601
82 O -4.029 -1.349 -5.060  -0.332
83 C -3.417 -2.612 -5.393  -0.373
84 C -2.008 -2.498 -4.854  -0.134
85 O -1.636 -1.132 -5.117  -0.198
86 H -3.426 -2.721 -6.479  0.294
87 H -3.970 -3.433 -4.945  0.327
88 H -1.316 -3.178 -5.340  0.258
89 H -1.973 -2.656 -3.779  0.188
90 O -7.030 -0.454 1.174  -0.585
91 S -5.941 -0.847 0.355  1.053
92 O -4.696 -1.256 0.901  -0.432
93 O -5.689 0.309 -0.725  -0.288
94 C -5.783 -0.218 -2.055  -0.030
95 C -6.748 -1.377 -1.934  -0.401
96 O -6.432 -1.973 -0.670  -0.338
97 H -4.787 -0.541 -2.357  0.039
98 H -6.136 0.546 -2.742  0.365
99 H -6.639 -2.102 -2.736  0.295
100 H -7.783 -1.031 -1.896  0.308

Atoms 1-6, force components in eV/Å:
C 0.440 -0.150 0.391
C -0.491 -0.835 -0.126
C 0.294 0.222 -0.117
Cl -0.256 0.025 -0.244
C 0.973 -0.771 -0.715
C -0.712 0.611 -0.074

---

Record 2
Formula: C23H41ClP2Pt
Source: the OMol25 dataset
Level of theory: wB97M-V/def2-TZVPD

Output
- Max |F|: 4.07 eV/Å
- Total charge: +2
- Electronic energy: -2162.4086 hartree
- HOMO energy (alpha / beta): -12.791 / -13.979 eV
- ΔE to the lowest compared entry with this formula, charge and spin: 0.113 eV
- Spin multiplicity: 5

Each line ends with the natural charge from an NBO analysis.
Positions of all 68 atoms, in Å:
1 Pt -1.631 -0.484 -3.336  0.809
2 C 1.699 1.089 -0.035  0.083
3 C 0.550 1.930 -0.121  0.198
4 C 0.320 0.559 1.725  0.128
5 C 1.567 0.269 1.121  0.127
6 C -0.342 1.529 0.916  0.096
7 C 2.881 1.094 -0.915  -0.680
8 H 2.708 1.815 -1.718  0.226
9 H 3.012 0.085 -1.343  0.247
10 H 3.809 1.352 -0.375  0.273
11 C 2.619 -0.604 1.689  -0.686
12 H 3.467 -0.716 0.993  0.242
13 H 2.242 -1.611 1.940  0.264
14 H 3.001 -0.143 2.621  0.268
15 C -0.118 0.049 3.041  -0.685
16 H 0.553 0.440 3.823  0.268
17 H -0.080 -1.049 3.091  0.264
18 H -1.137 0.374 3.277  0.243
19 C -1.669 2.093 1.197  -0.682
20 H -1.643 2.761 2.073  0.273
21 H -2.378 1.280 1.414  0.247
22 H -2.018 2.658 0.326  0.230
23 C 0.406 3.127 -0.987  -0.698
24 H 0.864 4.009 -0.498  0.274
25 H -0.650 3.377 -1.160  0.238
26 H 0.929 3.001 -1.947  0.232
27 C -1.542 -1.443 -5.174  -0.214
28 C -0.329 -0.679 -5.649  -0.533
29 C -0.703 0.656 -6.308  -0.420
30 C -1.924 1.403 -5.760  -0.442
31 C -2.385 1.038 -4.366  -0.349
32 C -3.648 0.281 -4.278  -0.222
33 C -4.054 -0.700 -5.340  -0.484
34 C -2.835 -1.467 -5.928  -0.476
35 H -0.877 0.428 -7.364  0.246
36 H -2.745 1.307 -6.484  0.225
37 H 0.144 1.337 -6.259  0.221
38 H -2.671 -1.126 -6.947  0.242
39 H -1.246 -2.447 -4.835  0.218
40 H 0.339 -1.304 -6.271  0.246
41 H -3.131 -2.520 -5.996  0.248
42 H -4.768 -1.422 -4.909  0.242
43 H -4.460 0.975 -3.982  0.252
44 H -4.626 -0.176 -6.129  0.267
45 H -1.695 2.478 -5.721  0.243
46 H -2.426 1.902 -3.687  0.216
47 P 0.659 -0.483 -4.091  1.077
48 C 1.212 -2.172 -3.684  -0.968
49 C 1.865 0.856 -4.333  -0.955
50 P -4.156 -0.728 -2.098  1.089
51 C -2.980 -1.988 -2.763  -0.879
52 C -4.084 1.187 -1.573  -0.837
53 C -3.914 -1.313 -0.403  -0.994
54 H 0.751 -2.384 -2.704  0.293
55 H 2.302 -2.224 -3.589  0.268
56 H 0.857 -2.884 -4.444  0.263
57 H 1.314 1.813 -4.317  0.265
58 H 2.404 0.743 -5.288  0.276
59 H 2.596 0.851 -3.515  0.263
60 H -4.698 -2.075 -0.363  0.261
61 H -4.136 -0.519 0.308  0.227
62 H -2.928 -1.753 -0.225  0.272
63 H -2.466 -2.659 -2.072  0.260
64 H -3.319 -2.495 -3.672  0.225
65 H -3.930 1.288 -0.493  0.236
66 H -5.120 1.484 -1.797  0.253
67 H -3.419 1.872 -2.114  0.222
68 Cl -0.577 -1.143 -1.146  -0.638

Atoms 1-6, force components in eV/Å:
Pt 2.222 -1.209 3.192
C -0.108 0.014 0.517
C 0.247 -0.132 0.322
C -0.024 0.136 -0.102
C 0.220 0.100 -0.040
C 0.498 -0.014 0.278

---

Record 3
Formula: C23H41FN7O4SSiTl
Source: the OMol25 dataset
Level of theory: wB97M-V/def2-TZVPD

Output
- Max |F|: 0.51 eV/Å
- Total charge: +2
- Electronic energy: -2544.6621 hartree
- HOMO energy: -13.750 eV
- ΔE to the lowest compared entry with this formula, charge and spin: 0.568 eV

Each line ends with the Mulliken charge.
Positions of all 79 atoms, in Å:
1 Tl 0.306 -2.051 -0.353  1.023
2 C 0.881 -4.624 1.671  -0.903
3 C 2.110 -3.813 2.063  -0.676
4 N 2.107 -2.457 1.483  -0.217
5 C 3.361 -2.061 0.824  -0.753
6 C 3.664 -2.912 -0.407  -0.673
7 N 2.515 -3.018 -1.325  -0.242
8 C 2.165 -4.384 -1.754  -0.906
9 C 1.696 -5.265 -0.598  -0.665
10 N 0.647 -4.632 0.218  -0.139
11 H 0.984 -5.635 2.081  0.458
12 H -0.006 -4.183 2.135  0.320
13 H 2.163 -3.771 3.152  0.496
14 H 3.018 -4.325 1.746  0.248
15 H 1.880 -1.773 2.195  0.311
16 H 3.256 -1.013 0.531  0.133
17 H 4.218 -2.120 1.504  0.460
18 H 4.529 -2.486 -0.917  0.500
19 H 3.967 -3.915 -0.106  0.258
20 H 2.683 -2.451 -2.148  0.311
21 H 1.361 -4.293 -2.490  0.307
22 H 3.003 -4.881 -2.254  0.469
23 H 1.348 -6.212 -1.015  0.482
24 H 2.539 -5.523 0.043  0.246
25 H -0.247 -5.069 0.037  0.238
26 C -4.932 -3.135 -1.949  -1.068
27 Si -3.799 -2.178 -0.826  0.055
28 C -3.087 -3.262 0.500  -0.844
29 C -4.557 -0.661 -0.052  -0.928
30 N -2.435 -1.810 -2.017  -0.111
31 C -2.402 -0.950 -2.960  0.397
32 C -3.444 0.013 -3.309  0.251
33 C -3.323 0.806 -4.399  -1.193
34 C -2.144 0.745 -5.182  -0.108
35 C -1.090 -0.123 -4.919  -0.952
36 C -1.234 -0.970 -3.854  0.726
37 F -0.294 -1.833 -3.575  -0.133
38 H -5.774 -3.509 -1.360  0.364
39 H -4.430 -4.000 -2.386  0.337
40 H -5.346 -2.535 -2.761  0.344
41 H -3.885 -3.469 1.219  0.468
42 H -2.275 -2.793 1.058  0.166
43 H -2.745 -4.222 0.106  0.219
44 H -5.580 -0.921 0.234  0.485
45 H -4.614 0.243 -0.656  0.361
46 H -4.034 -0.388 0.866  0.241
47 H -4.336 0.036 -2.699  0.432
48 H -4.109 1.491 -4.684  0.469
49 H -2.060 1.404 -6.039  0.434
50 H -0.206 -0.158 -5.541  0.505
51 C 3.400 7.784 2.596  -1.325
52 C 2.906 6.355 2.403  -0.338
53 S 1.278 6.186 3.106  1.228
54 O 1.395 6.253 4.533  -0.666
55 O 0.379 7.048 2.386  -0.641
56 C 0.781 4.507 2.710  -0.522
57 C 0.230 4.399 1.297  -1.217
58 N -0.063 3.002 0.951  0.320
59 C 0.808 2.136 0.377  0.635
60 N 0.276 0.930 0.222  -0.130
61 C -0.986 1.011 0.719  0.138
62 C -1.211 2.274 1.173  -0.268
63 N -2.409 2.757 1.795  1.049
64 O -3.364 2.004 1.758  -0.642
65 O -2.386 3.849 2.321  -0.595
66 C 2.182 2.520 -0.041  -1.569
67 H 4.383 7.888 2.141  0.381
68 H 3.482 8.021 3.655  0.363
69 H 2.722 8.495 2.129  0.365
70 H 3.544 5.634 2.916  0.378
71 H 2.835 6.097 1.344  0.300
72 H 0.001 4.289 3.441  0.361
73 H 1.624 3.839 2.893  0.421
74 H 0.923 4.777 0.547  0.487
75 H -0.685 4.975 1.220  0.348
76 H -1.674 0.182 0.739  0.095
77 H 2.175 3.380 -0.712  0.428
78 H 2.635 1.682 -0.565  0.298
79 H 2.809 2.772 0.816  0.313

Atoms 1-6, force components in eV/Å:
Tl -0.033 -0.054 0.025
C -0.038 0.008 0.002
C 0.024 0.022 0.009
N -0.046 0.010 -0.044
C 0.017 0.010 -0.009
C -0.003 -0.036 -0.001

---

> Among the records above, which one has the highest electronic energy?

C23H41ClP2Pt